(1)
Computed, not measured: a molecular structure, C40H57Br2IrN4O4, with wB97M-V/def2-TZVPD.

Results
- ⟨S²⟩ = 8.8035
- charge = +1
- E_HOMO (alpha / beta) (eV) = -10.17 / -10.83
- Kohn-Sham gap (alpha / beta) (eV) = 7.30 / 6.37
- multiplicity = 6

Element x y z (Å)
H: -1.8106 -1.8791 2.0500
H: -6.0355 -2.6491 -0.2096
H: 0.9057 2.7276 -2.3632
C: -0.2046 -1.8143 -3.4945
C: 0.4531 3.7592 -0.1095
H: 1.5028 2.7120 -4.0331
H: 6.5759 -2.7837 0.8834
C: 3.8510 0.2617 2.3549
H: -5.0471 -1.5025 -2.8350
H: 4.6081 2.0051 -2.1854
H: -6.3499 -0.8338 -1.8404
C: -1.1948 -1.0588 -4.0979
O: 2.4420 0.7000 -1.4539
H: 3.1040 0.9253 -4.7341
H: 4.0224 0.0132 -3.5067
H: 2.8240 3.2703 0.6439
C: 3.1870 -2.8832 1.2834
H: -1.8190 -4.8679 -0.0015
H: -1.4759 -1.2418 -5.1291
N: 1.3916 4.6907 0.0963
H: 2.7311 4.6592 1.7327
H: -0.7929 -5.5033 1.3018
C: -1.3708 1.0112 3.2284
Br: 4.9483 1.3346 1.2170
C: -1.7300 -2.9604 1.9688
C: -3.6867 1.2196 2.1953
C: -4.4992 -1.2000 -0.7560
H: -1.5727 -3.3686 2.9712
H: -1.3947 4.8077 0.1121
C: -5.8977 -0.0738 0.9727
H: -3.4422 -1.2755 -0.9928
H: 0.5493 1.3435 -3.4220
H: -0.8812 0.7222 2.2969
C: 4.4510 -2.7627 0.3920
H: -0.6980 -2.6817 0.1483
C: -4.9453 1.2659 2.7488
H: 3.8583 -0.7648 2.0247
H: -4.6175 -3.3514 -1.0012
H: -1.4769 3.3765 -0.9183
H: -1.4268 3.7766 2.8550
H: 4.6722 -3.8067 0.1779
H: -2.9842 2.2096 3.9125
N: -0.4634 -0.5544 -1.4934
C: 3.3873 -3.5359 2.5087
H: -2.9847 3.8435 1.9948
C: 1.8580 -2.6591 0.8848
C: 2.3396 -4.0044 3.2779
H: 4.4026 -3.7403 2.8386
C: -0.8383 -4.7824 0.4786
Br: 1.9829 0.8113 2.3887
C: -1.4898 0.1222 -2.0416
H: 5.3097 -2.0577 -1.4408
H: 3.4876 4.8271 0.1340
C: 1.3063 2.0915 -3.1565
C: -3.5490 0.5882 0.8908
N: 1.4994 -1.7936 -0.2292
C: 0.1405 -1.5161 -2.1967
H: -0.6444 1.5320 3.8623
N: -2.4262 0.7454 0.1749
H: 0.4318 6.5041 0.6624
H: 3.3620 3.2056 -1.7545
C: -1.8625 -0.0939 -3.3516
C: 4.3224 -2.0755 -0.9672
H: -2.6777 0.4925 -3.7586
C: -0.6173 -3.3513 0.9971
C: 0.7942 -3.2741 1.5782
C: -5.2713 -0.8017 -2.0249
H: 0.6999 6.3211 -1.0762
H: 4.2078 0.3738 3.3659
O: -3.0847 1.8223 -1.7270
H: 0.2416 -4.3899 3.3301
H: -6.7542 -0.5950 0.5529
C: 1.0531 -3.9167 2.7829
C: -2.4051 0.9735 -1.1826
H: -0.0731 -5.0470 -0.2532
H: -5.0795 1.7930 3.6884
C: 2.5888 1.4153 -2.6960
C: -6.0526 0.6708 2.1376
H: -5.0165 0.2062 -2.3493
O: 1.3721 -3.4767 -1.8032
H: 5.5896 -2.1856 2.2080
O: 0.6642 2.5528 0.1655
C: 3.6756 2.4754 -2.5128
C: -0.8642 4.2256 -0.6498
H: 2.3280 -0.4045 -3.8327
H: 3.8488 2.9952 -3.4585
C: -4.9458 -2.5915 -0.2857
H: 0.3048 -2.6296 -3.9944
H: 3.6519 -2.6231 -1.6296
H: -1.6771 0.1067 3.7511
H: -2.6900 -3.3439 1.6059
H: -1.6182 2.9497 1.2932
C: 5.6889 -2.1913 1.1220
H: -0.7369 4.8603 -1.5296
C: -2.1234 3.2076 2.2245
Ir: 1.0698 0.2819 -0.1526
C: 1.1182 6.1202 -0.0944
C: 3.0405 0.4229 -3.7634
H: 3.9725 -1.0456 -0.8880
H: 2.0551 6.6614 -0.0110
H: -4.5220 -2.8345 0.6921
H: -7.0290 0.7483 2.6059
C: 1.0937 -2.3658 -1.3969
C: 2.6851 4.3395 0.6892
H: 2.5350 -4.4970 4.2260
H: 5.8995 -1.1719 0.7870
C: -4.6699 -0.1898 0.3662
C: -2.5655 1.9243 2.9510

Results of the Mulliken charge analysis, in e, for atoms 1 through 5: 0.101 0.398 -0.157 -0.532 -0.034

---

(2)
Computed, not measured: a molecular structure, C40H57FGe2N3O6PReS3 at a distorted geometry, with wB97M-V/def2-TZVPD.

Results
- ⟨S²⟩ = 2.0140
- charge = +3
- E_HOMO (alpha / beta) (eV) = -14.33 / -14.29
- Kohn-Sham gap (alpha / beta) (eV) = 7.29 / 7.02
- energy relative to the best compared isomer or geometry (same formula, charge and spin) (eV) = 0.000
- multiplicity = 3

Element x y z (Å)
H: 2.7208 -3.3436 2.3850
C: -5.2606 2.8206 0.1457
H: -0.6680 4.6614 -2.4615
C: -2.1225 -0.0873 2.0432
C: 3.5865 0.2520 -4.6763
H: 1.6157 -0.0727 -5.4537
C: -8.5698 -1.8218 6.1362
C: -4.9246 -1.4137 4.1627
H: -6.6926 1.5330 6.0559
H: -2.4227 -5.7378 4.2361
C: -3.3009 -3.9696 5.2709
O: 0.5642 -2.4179 1.3369
H: 2.8991 -4.2619 -0.4639
C: 4.2230 0.4676 1.6435
H: -5.0639 2.1723 -1.9048
H: 4.4587 -0.0509 -1.4203
O: 0.2802 -0.4863 0.3077
C: 2.2356 -0.0587 -4.5661
H: 2.7929 -1.9150 3.4269
C: 0.4046 -5.4705 -2.4062
H: 4.5943 0.5239 2.6667
C: -7.4571 0.8129 5.7844
H: -4.1951 -4.2549 3.2431
C: 3.6222 3.8137 -0.4074
H: -5.2286 -2.3464 4.6139
H: -9.8977 -0.2304 6.1111
N: -2.9828 -2.5156 3.2056
C: 1.9975 -4.2722 -1.0678
C: 1.5661 -5.4561 -1.6478
C: -3.7516 -1.3769 3.4085
P: -2.6579 3.3538 -0.5432
H: -1.2489 6.1250 -1.6470
C: 3.3497 -2.5185 2.7118
C: 0.0999 -3.1199 -1.9993
C: 2.0702 3.7059 -2.6489
H: -7.0342 3.9919 -0.0687
C: -1.3426 5.5152 -2.5454
H: 2.2293 4.7247 -3.0034
S: -1.8669 1.6581 -1.4541
C: -5.2174 0.9266 3.8286
F: -5.9336 2.0596 3.9549
H: -3.7404 1.9400 2.6888
C: 1.2760 -3.0969 -1.2561
H: -8.1643 1.3089 5.1047
H: -6.5103 1.5849 -1.0772
C: -0.1106 -1.4236 1.1560
N: -9.2113 -0.6236 6.7607
O: -3.8310 3.0145 0.4367
C: 3.8320 -0.0439 -2.3065
C: -2.9570 4.1199 -3.9083
H: -7.8713 -2.2402 6.8587
H: 4.0191 0.4578 -5.6466
H: -3.4257 5.9141 -2.8318
H: -1.2435 -4.3224 -3.1580
H: 5.2451 -3.2959 0.0128
H: -4.0694 -4.5535 5.7579
H: 6.3151 -2.2331 0.9302
H: 4.1141 2.9394 -0.8214
C: -2.7736 5.0486 -2.7241
C: -1.8663 -2.4386 2.4830
C: -5.9560 4.1410 -0.1250
C: -1.4013 -1.2903 1.8815
H: 3.3022 1.0481 1.5767
H: -2.2993 3.2540 -3.8398
H: -2.9354 -3.1343 5.8540
S: 1.8864 3.7735 -0.8617
O: -1.7848 1.0346 1.5576
H: 2.1345 -6.3660 -1.5074
H: 5.7312 -1.7381 -0.6630
C: -3.3145 -0.1609 2.8554
C: 4.3837 0.2787 -3.5404
H: -3.9889 3.7729 -3.9693
H: -8.6590 1.2848 7.5116
H: -5.7089 4.5282 -1.1097
S: -1.0780 3.8982 0.6293
O: 1.4620 2.3293 -0.4805
H: 0.0667 -6.3926 -2.8596
C: -5.6930 -0.2772 4.3936
H: -5.6289 2.4210 1.0911
Ge: 2.0617 -1.4366 -0.5554
H: -8.5726 -1.0137 4.1406
H: -7.4779 -0.0113 7.7837
C: -3.3762 -3.7929 3.7807
O: -3.2961 4.4126 -1.5011
H: -5.6760 4.8771 0.6283
H: -4.9349 0.8645 -0.7120
H: 4.2367 -2.9194 3.2026
H: 1.1467 3.3043 -3.0629
C: -7.8393 -1.3896 4.8717
H: 4.0566 4.7322 -0.8022
H: -1.3013 -4.3232 4.3900
H: 5.4364 0.5214 -3.6188
H: 4.9710 0.9108 0.9864
H: -7.3606 -2.2594 4.4317
C: 5.4591 -2.2554 0.2545
H: -1.0520 6.1201 -3.4032
H: 0.6450 -0.6607 -3.2688
H: -9.3320 -2.5631 5.9029
H: 3.6838 3.8233 0.6793
H: 2.9051 3.0661 -2.9241
H: -9.7151 -0.8870 7.6096
C: -5.4484 1.7957 -0.9550
C: -8.1773 0.4157 7.0672
Re: -0.3007 1.6439 0.3411
N: -6.8511 -0.3641 5.1750
H: -1.2925 -3.3469 2.3645
C: 1.6912 -0.3874 -3.3335
C: -4.0660 0.9927 3.0999
Ge: 3.9223 -1.4373 1.1755
C: -2.3248 -4.6723 4.3830
C: -0.3327 -4.3058 -2.5734
C: 2.4885 -0.3994 -2.1894
H: -2.7329 4.6625 -4.8260
H: -0.4854 -2.2145 -2.1238

Results of the Mulliken charge analysis, in e, for atoms 1 through 5: 0.342 0.888 -0.045 1.887 -0.571

---

Among the records above, which one has the lowest charge?
C40H57Br2IrN4O4

---

The highest charge belongs to which entry?
C40H57FGe2N3O6PReS3

---

Among the records above, which one has the lowest ⟨S²⟩?
C40H57FGe2N3O6PReS3

---

Which formula does entry 1 have?
C40H57Br2IrN4O4